(1)
Molecular formula: C30H78F4HgN6O22S4
Method: DFT, ωB97M-V/def2-TZVPD

Geometry (Å):
Hg -2.7519 1.9536 0.5616
N -1.1873 0.5207 0.0824
S -0.9794 -0.9875 -0.0688
O -0.4385 -1.6475 1.0831
O -0.7056 -1.4667 -1.4038
F -2.5535 -1.2898 0.1768
S 0.4760 0.8897 -0.3708
O 0.4611 1.2558 -1.7538
O 1.5991 0.1831 0.1684
F 0.5389 2.3377 0.3019
N -2.2776 3.5255 2.0861
S -1.0537 3.4671 3.2636
O -1.4551 3.4142 4.6264
O 0.1225 4.2148 2.9380
F -0.6113 1.9452 2.9457
S -2.7529 4.9216 2.5953
O -2.0551 6.1232 2.2413
O -3.5384 4.9130 3.8047
F -3.9234 5.0263 1.4640
C -4.5061 -3.0258 -3.3125
C -3.8693 -2.2211 -2.2067
O -4.8560 -1.3642 -1.5625
O -5.2712 -2.1874 -4.1998
H -5.0397 -3.9341 -3.0157
H -3.7306 -3.4924 -3.9267
H -3.1633 -1.5115 -2.6385
H -3.3541 -2.8227 -1.4601
H -5.1111 -1.8040 -0.7453
H -5.9149 -1.8092 -3.5864
C -2.2016 -0.7260 4.3359
C -3.1647 0.3413 3.8338
O -3.1178 0.4568 2.4181
O -2.6146 -1.9631 3.7904
H -2.2521 -0.7367 5.4312
H -1.1591 -0.4681 4.1261
H -2.9341 1.2950 4.3109
H -4.1823 0.0657 4.1310
H -2.9129 -0.4089 2.0326
H -1.8173 -2.5023 3.8695
C 0.9056 1.4543 -5.0504
C 1.6132 2.7759 -4.9771
O 2.2979 2.9052 -3.7153
O -0.3080 1.4740 -4.3064
H 1.4738 0.5973 -4.6751
H 0.6219 1.2300 -6.0806
H 0.9076 3.6039 -4.8724
H 2.3307 2.9015 -5.7909
H 3.1082 3.4134 -3.7679
H -0.0440 1.5826 -3.3747
C 3.8248 -0.1410 -2.1747
O 4.8439 -0.2188 -3.1475
C 5.3482 1.0065 -3.5978
C 6.5037 0.7694 -4.5800
N 7.8057 0.5935 -3.9296
C 8.8355 0.5336 -4.9491
C 10.2598 0.4544 -4.3981
O 10.6983 1.6754 -3.8105
C 12.0450 1.6884 -3.3858
H 2.8888 0.2372 -2.5939
H 4.1933 0.5074 -1.3733
H 3.6203 -1.1312 -1.7702
H 5.7662 1.5732 -2.7569
H 4.5612 1.5234 -4.1528
H 6.4876 1.5390 -5.3616
H 6.2449 -0.1434 -5.1236
H 8.0351 1.3941 -3.3481
H 8.8277 1.3219 -5.7101
H 8.7655 -0.4560 -5.4117
H 10.9578 0.2058 -5.2050
H 10.3733 -0.2587 -3.5733
H 12.2338 0.8490 -2.7078
H 12.1389 2.5800 -2.7682
H 12.7520 1.6938 -4.2170
C -3.7828 0.1154 7.5653
O -2.3792 0.0994 7.6396
C -1.8324 -0.7586 8.6492
C -0.3222 -0.7581 8.4153
N -0.0100 -1.0829 7.0300
C 1.4320 -1.1919 6.8432
C 1.8308 -0.8336 5.4345
O 1.4123 -1.8562 4.5551
C 1.6372 -1.5855 3.1921
H -4.3360 0.5454 8.4090
H -4.2257 -0.8751 7.4245
H -4.0689 0.7844 6.7531
H -2.1038 -1.7538 8.2778
H -2.1315 -0.5549 9.6757
H 0.1529 -1.4956 9.0666
H 0.1196 0.2089 8.6942
H -0.3808 -0.3109 6.4877
H 1.8020 -2.2047 7.0125
H 1.9559 -0.4875 7.5019
H 2.9189 -0.6989 5.3765
H 1.4314 0.1263 5.0800
H 1.1383 -0.6858 2.8228
H 1.1692 -2.4027 2.6460
H 2.6938 -1.5638 2.9099
C -5.5369 2.4888 2.5098
O -4.9276 2.3507 1.2307
C -5.9255 2.2537 0.2240
C -5.3292 2.4209 -1.1841
N -4.2124 1.4404 -1.3772
C -3.3564 1.8110 -2.5387
C -2.7439 3.1867 -2.4729
O -2.0067 3.3356 -1.2757
C -1.2685 4.5497 -1.1881
H -6.3263 1.7454 2.6762
H -5.9556 3.4773 2.6811
H -4.8131 2.1098 3.2259
H -6.6183 3.0967 0.2912
H -6.4931 1.3203 0.2306
H -4.9779 3.4500 -1.2445
H -6.0829 2.2464 -1.9540
H -4.6345 0.5317 -1.5932
H -3.9539 1.8298 -3.4542
H -2.5055 1.1289 -2.5726
H -3.4681 3.9969 -2.6137
H -2.0143 3.3178 -3.2790
H -0.5572 4.6084 -2.0138
H -0.7234 4.6335 -0.2497
H -1.9672 5.3902 -1.1963
C -2.5691 -4.4852 1.2293
O -1.4727 -4.2949 0.3891
C -0.4344 -5.2597 0.4439
C 0.6669 -4.6659 -0.3891
N 0.2389 -4.6313 -1.7888
C 1.2635 -4.0418 -2.6487
C 0.9350 -4.2019 -4.1380
O -0.3357 -3.6850 -4.4820
C -0.4010 -2.2617 -4.6025
H -3.4726 -3.9662 0.9110
H -2.3174 -4.0373 2.1973
H -2.7170 -5.5473 1.4491
H -0.7289 -6.2398 0.0635
H -0.0840 -5.3269 1.4809
H 1.6259 -5.1845 -0.2956
H 0.9817 -3.6663 -0.0596
H -0.5525 -4.0038 -1.8740
H 2.2538 -4.4853 -2.5175
H 1.3894 -2.9722 -2.4303
H 0.8776 -5.2804 -4.2943
H 1.7009 -3.7673 -4.7872
H -1.4407 -2.0040 -4.7847
H 0.2544 -1.9313 -5.4134
H -0.0439 -1.7762 -3.6925

Forces on the atoms, in the same order (eV/Å):
-0.55 0.04 -0.34
4.88 1.78 -0.80
-2.96 -5.97 1.11
0.38 0.62 -1.05
0.09 0.69 1.30
-0.20 -0.09 -0.39
0.49 4.34 -0.82
0.14 -0.84 0.69
-1.69 -0.01 -0.09
-0.33 -0.97 0.30
3.11 -0.03 2.81
3.81 -3.41 -0.04
-0.56 -0.01 -0.45
-1.14 -0.11 -0.29
-0.49 0.62 -0.07
-6.62 5.23 -1.72
1.02 -1.24 0.68
1.19 -0.33 -0.70
-0.07 -0.41 -0.03
0.54 -0.55 -1.25
-0.30 0.64 -0.14
-0.11 -0.66 0.06
0.13 -0.50 1.16
-0.61 0.42 0.56
0.34 0.43 0.00
0.17 -0.20 -0.08
0.02 -0.15 -0.14
-0.11 0.12 0.01
-0.16 0.27 -0.38
-0.56 1.03 0.80
0.32 -0.58 0.68
0.05 -0.15 -0.34
0.75 -0.10 -0.13
-0.20 -0.07 -0.08
-0.04 -0.11 -0.54
0.12 0.10 -0.29
0.00 -0.09 -0.01
-0.08 -0.16 0.36
-0.27 -0.38 -0.21
-0.92 -0.43 0.10
0.90 0.75 1.09
0.11 -0.79 0.51
-0.10 0.37 0.22
0.61 0.31 -0.16
0.05 0.12 -0.04
-0.40 -0.20 -1.18
-0.22 0.07 -0.17
-0.02 0.08 -0.33
-0.22 -0.22 -0.41
0.29 0.40 0.00
0.16 -0.99 -0.21
0.63 -0.26 -0.49
-0.56 -0.51 0.35
-0.01 0.66 -0.53
1.45 -1.17 0.54
0.61 0.55 0.85
-0.49 0.71 -0.42
-0.77 -0.10 0.55
0.03 0.28 0.04
-0.42 0.04 0.22
0.26 -0.07 -0.10
-0.45 0.38 0.08
-0.08 0.44 0.32
0.21 0.39 0.18
0.20 -0.18 0.08
-0.33 0.06 0.10
-0.33 0.06 -0.05
-0.38 0.19 -0.51
-0.13 -0.22 -0.13
-0.37 -0.61 -0.41
0.18 -0.23 -0.19
0.24 0.15 -0.24
0.04 -0.04 -0.05
-0.62 0.29 -0.04
-0.29 0.73 0.95
0.72 -0.86 -2.12
-0.03 0.31 0.50
-0.17 -0.15 0.47
-0.11 0.67 -0.61
0.39 0.03 -0.69
-0.08 0.05 0.16
-0.27 -0.51 -0.41
0.62 0.00 0.53
0.23 -0.18 -0.27
0.20 -0.26 -0.32
-0.44 -0.32 0.85
-0.16 0.21 -0.05
-0.16 -0.11 0.04
-0.07 0.14 0.08
0.18 -0.09 -0.23
-0.19 -0.03 0.31
0.17 -0.11 0.14
0.12 -0.21 0.06
-0.32 0.11 0.28
0.10 0.25 0.31
0.13 -0.05 0.01
0.14 0.16 0.24
0.08 -1.27 0.73
-1.67 -0.09 -0.58
-0.16 0.58 -1.55
0.73 -0.82 0.73
0.08 1.66 -0.19
-0.01 0.19 0.17
0.59 0.66 -0.25
0.00 -0.12 0.77
-0.20 0.53 -0.02
-0.29 0.07 -0.66
0.45 0.16 0.05
0.29 1.02 0.18
-0.19 -0.11 0.48
0.14 -0.17 0.61
0.26 -0.11 -0.21
-0.25 0.21 0.13
0.44 -0.10 0.51
0.19 -0.50 -0.18
-0.33 -0.38 -0.32
-0.10 0.03 0.35
-0.22 -0.39 -0.30
-0.04 0.02 -0.07
-0.08 -0.51 0.06
0.05 0.09 -0.24
0.79 -0.27 1.50
-0.54 0.08 -1.24
0.40 1.02 0.74
0.61 0.37 -0.81
0.82 -0.08 -0.42
0.13 0.65 -0.57
-0.46 -0.27 0.67
-0.42 0.27 -0.06
0.69 -0.69 0.32
0.10 -0.23 -0.53
-0.15 0.04 0.20
-0.47 -0.02 -0.35
-0.20 0.00 -0.01
-0.06 -0.30 0.09
-0.32 -0.71 -0.17
-0.61 0.20 0.39
-0.23 -0.19 0.21
-0.12 -0.27 0.31
0.09 0.11 0.13
-0.06 0.04 -0.36
0.20 0.03 0.12
0.04 0.08 -0.10
-0.17 0.10 -0.24
-0.19 0.11 0.06

Values from the calculation:
**Total charge**: 0
**LUMO level**: -1.029 eV
**HOMO-LUMO gap**: 7.46 eV

Atomic partial charges in e from the Löwdin method, atoms 1 to 99: 1.2449 -0.3330 0.4376 -0.2487 -0.2398 -0.2026 0.6129 -0.2636 -0.2035 -0.1641 -0.3326 0.5275 -0.2309 -0.2327 -0.2026 0.4528 -0.2370 -0.2534 -0.2248 -0.2283 -0.1984 -0.1057 -0.0599 0.1194 0.1206 0.1088 0.1062 0.0946 0.0702 -0.2220 -0.2136 -0.1521 -0.0439 0.0991 0.1168 0.1085 0.1253 0.0622 0.0913 -0.2361 -0.2119 -0.0957 -0.0984 0.1176 0.1217 0.1181 0.1198 0.0749 0.0174 -0.1001 -0.1852 -0.2277 -0.2107 -0.0472 -0.2292 -0.2226 -0.2151 -0.1176 0.0637 0.0916 0.0860 0.1251 0.1050 0.1103 0.1222 0.1096 0.1211 0.1216 0.1190 0.1234 0.0846 0.0860 0.0858 -0.1240 -0.2183 -0.1880 -0.2227 -0.0507 -0.2052 -0.2353 -0.1846 -0.1180 0.0863 0.0921 0.0799 0.1228 0.1245 0.1220 0.1192 0.0877 0.1260 0.1164 0.1243 0.1230 0.0650 0.0722 0.0963 -0.0676 -0.3031

(2)
Molecular formula: C7H10
Method: DFT, ωB97M-V/def2-TZVPD

Geometry (Å):
C 0.8382 1.3583 -0.2172
C -0.5443 1.1716 -0.9087
C -0.2875 -0.3595 -1.0328
C 1.0748 -0.1613 -0.3286
C 0.5751 -1.0213 0.8436
C -0.7475 -0.5827 1.4065
C -0.7298 -1.3063 0.1045
H 1.5410 1.9748 -0.7853
H 0.8167 1.7190 0.8161
H -1.4201 1.4749 -0.3262
H -0.5979 1.6633 -1.8837
H -0.3594 -0.7844 -2.0364
H 1.9908 -0.5185 -0.8073
H 1.1962 -1.6489 1.4714
H -1.0613 -1.1830 2.2570
H -1.0481 0.4597 1.4734
H -1.2369 -2.2558 -0.0466

Forces on the atoms, in the same order (eV/Å):
0.06 0.13 0.07
-0.15 0.09 -0.06
-0.04 -0.06 -0.15
0.17 -0.01 0.04
0.24 -0.05 0.14
-0.10 0.11 0.15
-0.21 -0.13 -0.08
-0.13 -0.10 0.05
-0.04 0.04 -0.17
0.10 -0.06 -0.11
-0.01 -0.08 0.12
0.08 0.05 0.17
-0.13 0.05 0.19
-0.01 -0.16 -0.26
0.03 0.11 -0.12
0.08 -0.14 -0.03
0.05 0.20 0.05

Values from the calculation:
**Structure (SMILES)**: C1C[C@H]2[C@@H]1[C@H]1C[C@@H]21
**Total charge**: 0
**LUMO level**: 1.247 eV
**HOMO-LUMO gap**: 10.38 eV

How positive or negative is each atom? The Löwdin charges in e answer that: -0.1322 -0.1314 -0.2031 -0.2197 -0.1713 -0.0967 -0.1678 0.0995 0.1044 0.0986 0.1000 0.1331 0.1369 0.1247 0.1064 0.0921 0.1265

(3)
Molecular formula: C3H3N3O
Method: DFT, ωB97M-V/def2-TZVPD

Geometry (Å):
N 2.0874 -0.2360 0.4255
C 1.0144 -0.7429 0.1878
C -0.1707 -1.3278 0.0430
C -1.3691 -0.5135 0.2476
O -1.3388 0.6166 0.6895
H 2.5683 0.3325 -0.2661
H -0.2192 -2.3747 -0.2293
H -2.3343 -0.9705 -0.0476
N 0.3830 2.4086 -0.6321
N -0.6210 2.8077 -0.4184

Forces on the atoms, in the same order (eV/Å):
-0.78 -0.20 -0.04
0.59 0.13 0.11
0.16 0.03 0.02
0.01 0.27 0.17
-0.27 -0.55 0.08
-0.06 -0.16 -0.04
-0.02 0.14 -0.13
0.18 -0.08 0.06
-1.67 0.79 0.30
1.85 -0.38 -0.54

Values from the calculation:
**Structure (SMILES)**: N=C=CC=O.N#N
**Total charge**: 0
**LUMO level**: 0.562 eV
**HOMO-LUMO gap**: 10.16 eV

How positive or negative is each atom? The Löwdin charges in e answer that: 0.1935 -0.1648 -0.0673 -0.2971 -0.0418 0.0869 0.1000 0.1175 0.0308 0.0422

(4)
Molecular formula: C2H27O12
Method: DFT, ωB97M-V/def2-TZVPD

Geometry (Å):
C -0.3753 -1.2696 0.1520
C 1.0840 -0.9693 0.3273
O 1.1408 0.2443 -0.3368
H -0.7515 -1.4157 -0.8303
H -1.1265 -0.5296 0.5069
H -0.6790 -2.1062 0.7366
H 1.6073 -1.7094 -0.2564
H 1.3354 -0.8594 1.3423
O -2.8531 0.6555 -1.6373
H -2.0237 0.3346 -2.0519
H -3.5214 0.1701 -2.0581
O -2.8449 1.2679 0.9902
H -2.9979 0.4295 1.3343
H -2.6903 0.9895 0.0733
O 0.3029 1.8711 1.9025
H -0.6499 2.0222 1.8111
H 0.4551 1.1687 1.2564
O 3.0751 0.7580 -2.0969
H 2.4457 0.4125 -1.4299
H 2.6400 0.3563 -2.8346
O -0.9948 -0.5117 3.6978
H -1.4783 -1.1607 3.1585
H -0.2150 -0.1777 3.2454
O -0.1895 0.3161 -2.5092
H 0.3140 0.3113 -1.6449
H 0.0431 -0.5342 -2.8516
O 0.2764 2.9079 -0.6953
H 0.4247 2.0542 -0.2657
H 1.0651 3.1429 -1.2074
O 2.2687 0.5479 3.4381
H 1.6167 0.9972 2.8512
H 3.1125 0.8854 3.3573
O -3.6858 -2.3584 -0.3066
H -3.1808 -1.9753 -1.0015
H -3.3496 -1.9816 0.4999
O 0.3337 -2.5581 -2.8737
H 0.5824 -2.6315 -1.9589
H -0.5972 -2.5222 -2.8461
O 3.5405 1.3518 0.6393
H 2.7705 0.8186 0.6382
H 3.7698 1.2574 -0.2652

Forces on the atoms, in the same order (eV/Å):
-2.17 -0.74 2.06
-2.68 1.36 -2.70
1.67 1.30 0.16
0.38 -0.31 -1.13
1.18 0.42 0.13
-0.28 -1.51 0.47
0.98 -0.83 0.40
0.81 -0.55 1.51
1.52 0.30 0.42
0.55 0.63 0.05
-1.74 -0.86 -0.80
0.57 1.66 -0.83
-0.57 -2.14 1.81
-0.07 0.80 -0.63
-0.39 -0.39 0.55
0.00 0.10 0.18
0.31 -0.11 -0.68
0.34 -0.22 0.15
-0.39 0.45 0.95
-0.04 -0.06 -1.33
-0.79 -0.42 0.40
0.82 0.55 0.04
-0.08 -0.14 -0.34
-0.82 0.51 -0.28
0.14 0.40 0.46
0.32 -0.85 -0.66
-0.26 0.77 -0.43
0.58 0.19 -0.50
-0.26 -0.58 0.38
-3.45 -1.54 0.33
1.01 0.34 0.61
2.44 1.39 -0.81
-0.99 -0.88 0.37
0.72 0.63 -0.70
0.27 0.25 0.34
1.47 -0.16 -0.73
0.34 -0.04 0.69
-1.78 -0.05 -0.06
1.32 0.80 1.39
-1.76 -0.71 0.22
0.77 0.25 -1.45

Values from the calculation:
**Total charge**: -1
**LUMO level**: 2.313 eV
**HOMO-LUMO gap**: 8.27 eV

How positive or negative is each atom? The Löwdin charges in e answer that: -0.1196 -0.3371 -0.3821 0.0254 0.0670 0.0605 0.1049 0.0827 -0.0331 0.0264 0.0182 -0.0363 -0.0274 -0.0153 -0.0521 0.0540 -0.0087 -0.0779 -0.0157 0.0137 -0.0569 0.0285 -0.0031 -0.0860 -0.0162 -0.0173 -0.0716 -0.0200 0.0419 -0.0460 -0.0013 -0.0157 -0.0281 -0.0067 0.0173 -0.0147 0.0209 0.0160 -0.0344 -0.0361 -0.0180